No. 1
DFT (ωB97M-V with the def2-TZVPD basis set) results for a single C4H11NS2 molecule in a non-equilibrium geometry.

As for the HOMO-LUMO gap: 8.053 eV. The calculation puts the HOMO energy at -8.177 eV. As for the charge: 0. The LUMO energy is -0.12 eV. The structure (SMILES) is CNCCCSS.

Last columns: bonded neighbours and bond lengths (Å).
Element x y z (Å)
1 S -1.60 0.61 -1.90  S2 2.162, C5 1.851
2 S -2.24 -1.46 -1.97  S1 2.162, H8 1.353
3 N 1.22 0.08 -0.11  C4 1.443, C7 1.471, H17 1.014
4 C 0.10 -0.27 0.73  N3 1.443, C6 1.552, H9 1.093, H13 1.127
5 C -1.07 1.65 -0.47  S1 1.851, C6 1.593, H10 1.076, H18 1.102
6 C -1.12 0.68 0.80  C4 1.552, C5 1.593, H11 1.097, H14 1.075
7 C 2.43 -0.68 0.24  N3 1.471, H12 1.085, H15 1.092, H16 1.112
8 H -1.93 -2.02 -0.79  S2 1.353
9 H 0.39 -0.54 1.75  C4 1.093
10 H -0.07 1.96 -0.71  C5 1.076
11 H -1.23 1.26 1.72  C6 1.097
12 H 3.16 -0.53 -0.55  C7 1.085
13 H -0.36 -1.20 0.29  C4 1.127
14 H -2.05 0.14 0.73  C6 1.075
15 H 2.81 -0.29 1.19  C7 1.092
16 H 2.30 -1.75 0.48  C7 1.112
17 H 1.08 -0.09 -1.10  N3 1.014
18 H -1.83 2.44 -0.35  C5 1.102

=====

No. 2
DFT (ωB97M-V with the def2-TZVPD basis set) results for a single C7H6 molecule in a non-equilibrium geometry.

As for the HOMO-LUMO gap (alpha / beta): 6.942 / 7.493 eV. Its spin multiplicity is 3. The calculation puts the HOMO energy (alpha / beta) at -6.217 / -9.737 eV. As for the charge: 0. The LUMO energy (alpha / beta) is 0.73 / -2.24 eV.

Last columns: bonded neighbours and bond lengths (Å).
Element x y z (Å)
1 C 0.00 0.80 -0.71  C3 1.567, C6 1.526, H8 1.008, H9 1.047
2 C 1.76 1.25 1.35  C5 1.301, C6 1.703
3 C -1.01 -0.39 -0.81  C1 1.567, C7 1.601, H10 1.030, H12 1.074
4 C 0.37 -0.67 1.08  C5 1.360, C6 1.561, C7 1.329
5 C 1.22 0.14 1.77  C2 1.301, C4 1.360, C6 1.664
6 C 1.17 0.25 0.11  C1 1.526, C2 1.703, C4 1.561, C5 1.664, H11 1.140
7 C -0.86 -0.97 0.67  C3 1.601, C4 1.329, H13 1.060
8 H 0.25 1.14 -1.63  C1 1.008
9 H -0.45 1.53 -0.10  C1 1.047
10 H -1.01 -1.14 -1.52  C3 1.030
11 H 1.87 -0.39 -0.53  C6 1.140
12 H -1.93 0.17 -0.86  C3 1.074
13 H -1.37 -1.74 1.19  C7 1.060

=====

No. 3
DFT (ωB97M-V with the def2-TZVPD basis set) results for 2 unconnected molecules or ions with the total composition C2H3FO2 in a non-equilibrium geometry.

As for the HOMO-LUMO gap: 9.546 eV. The calculation puts the HOMO energy at -8.770 eV. As for the charge: 0. The LUMO energy is 0.78 eV. The structure (SMILES) is FC1=CO1.O.

Last columns: bonded neighbours and bond lengths (Å).
Element x y z (Å)
1 F 1.29 -0.73 -0.43  C5 1.317
2 O 0.57 1.96 -0.23  H6 1.077, H7 0.965
3 O -1.06 -0.22 -0.01  C4 1.634, C5 1.299
4 C -0.69 -1.63 0.72  O3 1.634, C5 1.273, H8 1.089
5 C 0.07 -0.86 0.05  F1 1.317, O3 1.299, C4 1.273
6 H 1.02 1.02 -0.50  O2 1.077
7 H 0.25 2.70 -0.76  O2 0.965
8 H -1.47 -2.24 1.17  C4 1.089

=====

In order of appearance, energy relative to the best compared isomer or geometry (same formula, charge and spin) = 196.8; 276.8; 553.3 kJ/mol.
In order of appearance, total energy = -27485.2259; -7345.9795; -8929.2612 eV.